{"formula": "C40H120N12O12P4S8", "method": "ωB97M-V with the def2-TZVPD basis set", "homo_lumo_gap_ev": 7.98, "e_homo_ev": -8.09, "symbols": ["O", "P", "N", "C", "C", "N", "C", "C", "N", "C", "C", "H", "H", "H", "H", "H", "H", "H", "H", "H", "H", "H", "H", "H", "H", "H", "H", "H", "H", "O", "P", "N", "C", "C", "N", "C", "C", "N", "C", "C", "H", "H", "H", "H", "H", "H", "H", "H", "H", "H", "H", "H", "H", "H", "H", "H", "H", "H", "O", "P", "N", "C", "C", "N", "C", "C", "N", "C", "C", "H", "H", "H", "H", "H", "H", "H", "H", "H", "H", "H", "H", "H", "H", "H", "H", "H", "H", "O", "P", "N", "C", "C", "N", "C", "C", "N", "C", "C", "H", "H", "H", "H", "H", "H", "H", "H", "H", "H", "H", "H", "H", "H", "H", "H", "H", "H", "C", "S", "O", "C", "H", "H", "H", "H", "H", "H", "C", "S", "O", "C", "H", "H", "H", "H", "H", "H", "C", "S", "O", "C", "H", "H", "H", "H", "H", "H", "C", "S", "O", "C", "H", "H", "H", "H", "H", "H", "C", "S", "O", "C", "H", "H", "H", "H", "H", "H", "C", "S", "O", "C", "H", "H", "H", "H", "H", "H", "C", "S", "O", "C", "H", "H", "H", "H", "H", "H", "C", "S", "O", "C", "H", "H", "H", "H", "H", "H"], "xyz": [[-2.649, 4.235, 2.426], [-1.184, 4.455, 2.255], [-0.285, 3.107, 2.745], [-0.944, 1.846, 3.105], [1.163, 3.162, 2.872], [-0.552, 5.767, 3.188], [-0.293, 5.556, 4.619], [-0.879, 7.165, 2.812], [-0.715, 4.802, 0.693], [0.503, 5.571, 0.347], [-1.660, 4.554, -0.396], [-0.973, 1.954, 4.194], [-0.299, 1.006, 2.848], [-1.932, 1.758, 2.667], [1.512, 2.274, 3.397], [1.462, 4.099, 3.345], [1.657, 3.175, 1.895], [0.572, 6.167, 4.886], [-1.128, 5.890, 5.241], [-0.092, 4.528, 4.913], [-0.802, 7.267, 1.730], [-1.923, 7.383, 3.044], [-0.168, 7.813, 3.320], [1.143, 4.978, -0.305], [0.169, 6.487, -0.146], [0.956, 5.878, 1.287], [-2.301, 3.689, -0.224], [-1.184, 4.301, -1.347], [-2.233, 5.466, -0.574], [3.750, 1.144, 4.062], [4.885, 0.875, 3.146], [4.492, 1.185, 1.530], [3.494, 0.283, 0.988], [4.431, 2.564, 1.028], [5.420, -0.728, 3.141], [5.217, -1.488, 4.343], [6.183, -1.370, 2.099], [6.335, 1.742, 3.397], [6.608, 2.115, 4.804], [7.446, 1.798, 2.495], [2.513, 0.585, 1.370], [3.744, -0.764, 1.147], [3.448, 0.353, -0.101], [4.364, 2.468, -0.055], [5.239, 3.184, 1.411], [3.512, 3.053, 1.373], [6.164, -1.977, 4.607], [4.978, -0.885, 5.219], [4.528, -2.340, 4.341], [5.798, -1.193, 1.092], [7.230, -1.054, 2.087], [6.177, -2.458, 2.177], [6.748, 1.208, 5.395], [7.513, 2.721, 4.848], [5.808, 2.748, 5.185], [7.857, 2.797, 2.328], [7.077, 1.521, 1.504], [8.278, 1.121, 2.710], [-1.670, 5.815, -3.391], [-2.601, 4.957, -4.185], [-1.922, 3.489, -4.644], [-1.363, 2.657, -3.576], [-1.279, 3.282, -5.946], [-3.159, 5.714, -5.571], [-3.726, 4.949, -6.698], [-3.365, 7.164, -5.629], [-4.009, 4.540, -3.326], [-4.778, 3.356, -3.655], [-4.682, 5.505, -2.471], [-1.996, 2.717, -2.692], [-0.345, 3.018, -3.403], [-1.305, 1.594, -3.809], [-0.848, 4.224, -6.291], [-1.920, 2.765, -6.657], [-0.383, 2.676, -5.793], [-4.211, 4.061, -6.285], [-4.429, 5.562, -7.254], [-2.971, 4.506, -7.348], [-4.091, 7.470, -4.870], [-2.476, 7.724, -5.338], [-3.738, 7.485, -6.598], [-5.806, 3.696, -3.819], [-4.499, 2.796, -4.547], [-4.781, 2.617, -2.854], [-5.643, 5.142, -2.117], [-4.794, 6.470, -2.973], [-4.026, 5.742, -1.630], [1.092, -7.435, 0.325], [2.288, -6.772, 0.906], [2.957, -7.533, 2.260], [2.091, -8.497, 2.936], [4.328, -7.387, 2.785], [2.081, -5.170, 1.348], [0.810, -4.487, 1.171], [3.125, -4.385, 2.024], [3.536, -6.813, -0.212], [4.177, -8.079, -0.530], [3.625, -5.732, -1.215], [1.046, -8.186, 2.965], [2.437, -8.537, 3.971], [2.100, -9.495, 2.492], [4.384, -6.692, 3.621], [4.926, -6.958, 1.976], [4.874, -8.318, 2.946], [0.260, -4.386, 2.112], [0.845, -3.514, 0.675], [0.187, -5.153, 0.574], [2.781, -3.356, 2.115], [3.189, -4.742, 3.055], [4.054, -4.432, 1.457], [5.167, -8.112, -0.065], [3.665, -8.959, -0.136], [4.278, -8.278, -1.598], [2.785, -5.045, -1.199], [3.585, -6.153, -2.227], [4.655, -5.374, -1.174], [-6.093, -0.703, -1.780], [-4.331, -0.657, -1.251], [-3.593, -0.309, -2.521], [-4.261, 0.923, -0.346], [-6.767, -0.547, -0.939], [-6.226, -1.701, -2.193], [-6.192, 0.074, -2.536], [-4.056, 0.654, 0.687], [-5.216, 1.451, -0.346], [-3.605, 1.605, -0.880], [-1.507, -1.285, 0.694], [0.107, -0.462, 0.158], [0.898, -1.550, -0.523], [-0.648, 0.423, -1.308], [-1.819, -2.012, -0.056], [-2.239, -0.506, 0.881], [-1.270, -1.905, 1.556], [0.157, 0.873, -1.884], [-1.339, 1.231, -1.065], [-1.262, -0.303, -1.835], [-4.196, -4.502, -1.156], [-3.712, -4.818, 0.567], [-2.294, -4.310, 0.761], [-4.822, -3.604, 1.316], [-4.512, -3.460, -1.220], [-5.156, -5.018, -1.256], [-3.497, -4.864, -1.908], [-4.591, -3.613, 2.382], [-5.854, -3.936, 1.203], [-4.661, -2.588, 0.955], [0.356, -1.968, -5.887], [-0.773, -0.665, -6.548], [-1.279, -1.042, -7.908], [-2.111, -1.043, -5.365], [1.318, -1.979, -6.397], [-0.112, -2.924, -6.127], [0.481, -1.877, -4.809], [-1.907, -0.526, -4.428], [-2.268, -2.107, -5.179], [-3.056, -0.657, -5.748], [1.984, 3.772, -2.670], [3.128, 2.588, -3.469], [3.788, 1.724, -2.397], [1.881, 1.608, -4.387], [1.363, 4.367, -3.339], [2.596, 4.462, -2.091], [1.357, 3.152, -2.026], [2.441, 0.744, -4.741], [1.631, 2.234, -5.246], [0.950, 1.323, -3.902], [-1.002, -3.275, -2.419], [-0.665, -4.705, -3.514], [-2.046, -5.280, -3.862], [0.076, -5.840, -2.274], [-2.064, -3.034, -2.422], [-0.504, -2.369, -2.764], [-0.647, -3.475, -1.410], [0.789, -6.511, -2.752], [-0.720, -6.409, -1.801], [0.709, -5.247, -1.618], [1.283, -1.423, 3.848], [0.564, -2.806, 4.839], [0.721, -2.451, 6.303], [-1.160, -2.500, 4.366], [0.885, -0.452, 4.143], [1.193, -1.642, 2.784], [2.342, -1.351, 4.102], [-1.410, -2.696, 3.322], [-1.449, -1.455, 4.503], [-1.882, -3.059, 4.963], [-4.407, 1.651, 4.447], [-4.514, 0.059, 3.479], [-3.092, -0.334, 3.138], [-4.912, -0.933, 4.933], [-3.673, 1.481, 5.235], [-5.340, 1.927, 4.941], [-4.109, 2.506, 3.839], [-5.186, -1.936, 4.611], [-5.692, -0.462, 5.529], [-3.989, -0.998, 5.511]], "atomic_forces_ev_per_a": [[0.57, -0.27, -0.45], [0.81, 0.06, 1.10], [-0.78, 1.11, -0.80], [0.71, 1.24, 0.90], [-0.28, 0.22, -0.66], [-0.04, -1.27, -0.79], [-0.23, 0.66, -0.15], [-0.20, -1.50, -0.06], [0.08, 0.05, 0.06], [-1.54, -0.15, 0.43], [0.23, 0.18, -0.22], [-0.66, -1.07, 0.19], [-0.18, -0.05, -0.20], [0.10, -0.02, 0.07], [0.21, 0.23, 0.27], [0.20, -0.24, 0.36], [-0.14, -0.17, -0.09], [0.08, -0.05, 0.15], [-0.14, 0.07, -0.04], [0.02, -0.08, -0.48], [0.23, 0.12, 0.05], [0.06, 0.32, 0.38], [-0.17, 0.23, -0.05], [0.20, 0.16, 0.13], [0.30, 0.01, -0.36], [0.47, -0.25, -0.19], [-0.24, 0.25, 0.55], [0.53, 0.36, 0.24], [-0.30, -0.22, -0.16], [1.02, -0.17, 0.43], [1.04, 0.10, -1.87], [1.55, -0.38, 0.90], [-0.31, 0.40, -0.69], [-0.84, -0.61, 0.39], [-1.67, 0.18, 0.04], [1.00, -0.92, 1.18], [0.37, 0.05, -0.68], [-1.34, 0.95, 1.19], [-0.11, -0.02, -0.85], [-0.20, -0.40, -1.42], [-0.21, -0.55, 0.08], [-0.26, 0.07, 0.56], [0.11, 0.37, -0.06], [0.39, 0.43, -0.09], [0.28, -0.25, -0.32], [-0.01, 0.01, -0.09], [0.16, 0.11, 0.04], [-0.24, 0.25, -0.28], [-0.47, 0.26, -0.60], [-0.13, 0.35, 0.10], [0.09, -0.02, 0.09], [-0.14, 0.01, 0.47], [-0.01, 0.18, 0.38], [0.11, -0.14, -0.10], [-0.13, -0.32, 0.19], [-0.09, 0.19, 0.52], [0.07, -0.17, 0.00], [-0.03, -0.06, 0.35], [-1.04, -0.26, -0.47], [-0.07, 0.43, 0.54], [-0.91, -0.25, -0.37], [-0.18, 0.60, -0.08], [0.75, 0.34, 0.72], [0.60, -0.22, -1.23], [0.27, -0.67, 1.06], [0.19, 0.08, 1.29], [1.22, -0.91, -0.45], [-0.83, 0.05, -0.03], [1.21, 0.69, 0.10], [0.20, 0.23, 0.11], [-0.21, -0.19, 0.54], [-0.24, 0.00, -0.52], [-0.48, 0.06, -0.53], [0.06, 0.20, -0.14], [-0.25, -0.27, 0.04], [-0.51, 0.14, -0.18], [-0.03, -0.13, 0.00], [0.09, 0.60, -0.29], [-0.31, 0.03, -0.18], [0.23, -0.14, -0.39], [0.21, -0.17, -0.08], [-0.17, -0.33, -0.02], [0.46, 0.38, -0.02], [-0.03, -0.04, 0.28], [0.06, -0.09, -0.08], [-0.43, -0.06, -0.15], [-0.31, -0.16, 0.25], [-0.10, 0.41, 1.06], [0.88, -0.09, -0.11], [-0.22, -0.54, -0.41], [0.11, 0.24, 0.52], [-0.21, 0.56, -1.70], [0.09, 0.37, -0.70], [-0.86, -0.97, -0.18], [-0.91, -0.69, 0.11], [-0.54, 0.89, 0.05], [0.39, -0.20, 0.49], [0.81, -1.76, -0.49], [0.07, 0.19, -0.14], [-0.12, -0.29, 0.05], [0.23, -0.04, -0.01], [-0.01, -0.30, 0.31], [-0.08, 0.38, 0.06], [-0.58, -0.31, 0.49], [0.14, 0.12, 0.18], [0.50, -0.04, -0.03], [-0.17, 0.20, 0.00], [0.10, 0.08, -0.35], [0.63, -0.02, 0.01], [0.21, 0.04, 0.32], [0.24, -0.04, -0.27], [-0.41, 0.28, 0.16], [-0.05, 0.40, -0.10], [0.47, 0.46, 0.63], [-0.23, -0.32, 0.01], [-0.31, 1.07, 0.14], [0.74, 0.01, 0.46], [-0.14, 1.18, -1.08], [-0.07, -0.67, 0.22], [-1.41, -0.20, 0.22], [0.04, -0.01, 0.02], [-0.13, 0.10, -0.15], [-0.08, -0.05, -0.03], [0.58, 0.49, 0.06], [-0.24, -0.28, -0.05], [0.60, -0.40, 0.28], [1.37, 0.28, -0.51], [-1.62, -0.72, -1.39], [0.03, 0.51, 0.58], [-0.14, 0.02, 0.91], [0.09, 0.32, -0.34], [0.06, -0.14, 0.33], [-0.09, 0.44, 0.21], [0.17, -0.39, -0.03], [0.13, 0.05, 0.58], [0.37, -0.16, -0.29], [-1.31, 0.13, 0.68], [1.42, 0.37, -0.22], [-1.34, -0.25, -0.18], [0.05, -0.10, 0.46], [0.76, 0.16, -0.35], [0.14, -0.41, -0.13], [0.18, 0.12, 0.15], [0.07, -0.08, 0.00], [-0.01, 0.05, -0.18], [0.08, -0.12, -0.27], [-0.44, -0.29, -0.75], [-0.41, -0.48, 0.21], [0.54, -0.06, 0.70], [-0.06, 0.15, 0.03], [-0.01, 0.44, 0.00], [-0.15, 0.00, 0.16], [-0.04, 0.20, -0.03], [0.06, -0.09, 0.10], [0.32, -0.08, -0.14], [0.20, 0.22, -0.23], [0.28, -0.61, 0.35], [0.42, -0.60, 0.50], [-1.32, 1.11, -1.04], [0.52, 0.34, -0.14], [0.13, -0.22, -0.35], [0.05, -0.17, 0.10], [-0.02, 0.26, 0.23], [-0.14, -0.09, 0.03], [0.06, -0.04, -0.06], [0.34, -0.04, 0.39], [0.24, 0.11, 0.15], [-1.45, -0.57, 0.14], [1.38, 0.55, 0.38], [0.41, 0.46, -0.62], [-0.09, -0.42, -0.09], [0.30, -0.23, -0.16], [-0.15, -0.01, 0.00], [-0.37, -0.14, -0.36], [0.07, 0.22, 0.28], [-0.46, 0.03, 0.37], [0.23, -0.29, 0.65], [0.12, 0.71, 0.49], [-0.31, -0.15, -1.34], [-0.79, 0.74, 0.02], [-0.44, -0.17, -0.09], [-0.20, 0.06, -0.02], [0.04, -0.31, 0.00], [0.53, -0.37, -0.01], [0.44, 0.09, 0.16], [0.48, -0.41, 0.22], [0.07, -0.27, -0.03], [0.83, 0.82, 0.88], [-1.18, 0.31, 0.00], [0.16, -0.11, -0.05], [0.18, -0.06, -0.15], [-0.25, -0.39, -0.25], [0.21, -0.28, -0.33], [-0.13, 0.06, 0.00], [-0.11, -0.10, -0.12], [0.01, 0.09, 0.01]]}